Density functional theory data (the ωB97M-V functional and the def2-TZVPD basis) for a 13-piece molecular cluster, C25H76N6O13 overall.

As for the calculated total energy: -2304.727217 Ha. For the HOMO-LUMO gap (alpha / beta), the calculation gives 1.9 / 9.1 eV.

ORCA input file:
```
! wB97M-V def2-TZVPD RIJCOSX def2/J DEFGRID3
* xyz -1 2
C 15.08 11.55 13.20
C 15.47 10.20 12.60
O 14.35 9.31 12.63
H 15.20 11.55 14.29
H 14.06 11.82 12.93
H 15.79 12.30 12.84
H 16.29 9.81 13.21
H 15.71 10.18 11.54
H 14.24 9.09 13.56
C 8.66 12.23 7.24
C 9.65 11.18 6.71
O 9.50 10.02 7.45
H 8.92 13.17 6.74
H 8.82 12.44 8.29
H 7.62 11.95 7.09
H 10.62 11.65 6.80
H 9.45 10.89 5.68
H 10.22 10.13 8.08
C 7.54 6.75 7.77
C 8.55 6.78 8.91
O 8.56 8.06 9.47
H 7.95 7.33 6.94
H 6.57 7.17 8.00
H 7.50 5.81 7.22
H 9.48 6.50 8.42
H 8.30 6.04 9.67
H 8.67 8.72 8.78
C 14.66 13.96 9.45
C 14.52 13.20 8.13
O 13.42 12.37 8.05
H 15.32 14.80 9.29
H 15.10 13.35 10.24
H 13.76 14.37 9.90
H 15.43 12.63 7.93
H 14.49 13.92 7.31
H 12.73 13.01 8.23
C 10.20 11.70 10.70
C 11.19 10.54 10.48
O 11.57 10.58 9.13
H 10.13 12.00 11.74
H 9.19 11.43 10.39
H 10.48 12.57 10.11
H 10.72 9.57 10.67
H 12.04 10.75 11.13
H 12.19 11.29 8.93
C 11.45 14.63 6.01
C 11.11 15.25 7.36
O 11.26 14.47 8.47
H 10.77 13.80 5.86
H 12.46 14.24 5.88
H 11.42 15.42 5.26
H 10.08 15.61 7.39
H 11.74 16.12 7.53
H 10.64 14.67 9.17
C 12.99 5.64 9.90
C 13.27 6.52 11.13
O 13.50 7.81 10.58
H 12.21 6.18 9.36
H 12.63 4.63 10.13
H 13.78 5.69 9.16
H 14.12 6.12 11.68
H 12.39 6.57 11.78
H 13.51 8.44 11.30
C 6.46 10.60 10.41
C 5.56 9.39 10.66
O 6.48 8.51 11.36
H 7.31 10.37 9.75
H 6.95 10.95 11.32
H 5.98 11.52 10.09
H 5.10 9.03 9.74
H 4.78 9.57 11.40
H 7.14 8.31 10.69
C 10.81 15.10 11.72
O 9.96 14.90 10.92
N 11.61 16.11 11.77
N 10.88 14.37 12.84
H 11.69 16.81 11.05
H 12.29 16.00 12.51
H 10.17 13.67 13.03
H 11.62 14.53 13.50
C 15.94 9.79 8.76
O 16.83 10.57 8.44
N 14.65 9.88 8.64
N 16.24 8.62 9.22
H 13.94 9.20 8.88
H 14.29 10.64 8.07
H 17.17 8.26 9.40
H 15.42 8.10 9.51
C 7.54 13.29 13.37
O 8.43 12.50 13.76
N 7.62 13.87 12.18
N 6.48 13.72 13.98
H 8.39 13.76 11.54
H 6.96 14.52 11.76
H 6.26 13.38 14.91
H 5.89 14.39 13.52
C 12.08 5.80 6.34
C 12.11 7.27 6.05
C 12.33 8.19 7.24
O 13.30 7.45 5.27
H 11.14 5.65 6.88
H 12.87 5.51 7.04
H 12.02 5.16 5.46
H 11.30 7.66 5.43
H 13.24 7.88 7.75
H 11.46 8.27 7.90
H 12.37 9.21 6.86
H 14.06 7.06 5.69
C 9.51 7.85 12.43
C 10.13 7.21 13.73
C 11.25 8.09 14.30
O 9.10 7.18 14.64
H 9.46 8.93 12.53
H 8.48 7.49 12.29
H 10.18 7.66 11.59
H 10.45 6.19 13.53
H 10.92 9.13 14.42
H 12.13 8.15 13.66
H 11.67 7.72 15.24
H 9.40 6.86 15.49
*
```

=====

Density functional theory data (the ωB97M-V functional and the def2-TZVPD basis) for a 11-piece molecular cluster, C25H77N15O11 overall.

As for the SMILES: COC[C@H](C)N.COC[C@H](C)N.COC[C@H](C)N.COC[C@H](C)N.COC[C@H](C)N.NC(N)=O.NC(N)=O.NC(N)=O.NC(N)=O.NC(N)=O.O. Its energy above the lowest of the compared OMol25 structures with the same formula, charge and spin is 296.79 kJ/mol. As for the calculated total energy: -2647.678176 Ha. For the HOMO-LUMO gap, the calculation gives 8.7 eV.

ORCA input file:
```
! wB97M-V def2-TZVPD RIJCOSX def2/J DEFGRID3
* xyz 0 1
C -4.26 2.42 -3.89
O -3.06 1.94 -4.46
C -2.36 1.13 -3.62
C -1.80 -0.16 -4.34
C -0.94 -1.08 -3.34
N -1.08 0.14 -5.53
H -4.83 3.15 -4.47
H -4.13 2.84 -2.90
H -4.97 1.63 -3.65
H -1.56 1.74 -3.19
H -2.90 0.81 -2.73
H -2.64 -0.74 -4.74
H -0.13 -0.53 -2.86
H -0.75 -1.95 -3.97
H -1.53 -1.49 -2.52
H -1.80 0.54 -6.11
H -0.83 -0.77 -5.87
C -6.32 -4.85 -2.78
O -5.75 -3.64 -2.16
C -4.78 -3.77 -1.07
C -4.47 -2.41 -0.39
C -4.44 -1.27 -1.41
N -3.30 -2.45 0.34
H -6.55 -4.48 -3.79
H -7.25 -5.22 -2.36
H -5.66 -5.68 -3.01
H -5.19 -4.45 -0.32
H -3.93 -4.30 -1.51
H -5.28 -2.26 0.33
H -4.19 -0.37 -0.84
H -5.39 -1.03 -1.87
H -3.66 -1.28 -2.17
H -2.58 -2.89 -0.20
H -3.48 -3.10 1.09
C 2.69 -6.17 2.70
O 2.09 -4.89 2.62
C 2.73 -4.03 3.56
C 1.85 -2.73 3.74
C 0.42 -3.04 4.06
N 1.84 -1.97 2.51
H 3.63 -5.99 2.18
H 2.13 -6.79 2.00
H 2.79 -6.56 3.71
H 2.91 -4.46 4.54
H 3.75 -3.80 3.22
H 2.26 -2.10 4.53
H -0.06 -3.60 3.25
H -0.26 -2.21 4.28
H 0.42 -3.77 4.87
H 1.91 -2.70 1.81
H 2.80 -1.64 2.50
C 5.23 0.18 -4.38
O 4.04 -0.08 -3.63
C 4.02 -1.41 -3.02
C 2.57 -2.06 -2.86
C 1.91 -1.67 -1.58
N 2.65 -3.45 -2.89
H 5.10 1.07 -4.99
H 5.34 -0.55 -5.18
H 6.19 0.14 -3.85
H 4.62 -2.07 -3.65
H 4.74 -1.33 -2.20
H 2.02 -1.74 -3.74
H 2.52 -1.87 -0.70
H 0.97 -2.21 -1.52
H 1.87 -0.60 -1.43
H 1.75 -3.79 -2.57
H 3.32 -3.66 -2.16
C -2.65 1.63 2.78
O -1.65 2.59 3.07
C -2.11 3.36 4.17
C -1.30 4.67 4.38
C -1.28 5.54 3.04
N 0.12 4.33 4.59
H -2.18 1.06 1.98
H -3.58 1.96 2.33
H -2.83 1.05 3.69
H -3.15 3.69 4.13
H -2.03 2.69 5.02
H -1.78 5.18 5.21
H -0.65 6.43 3.16
H -2.28 5.77 2.68
H -0.77 4.91 2.31
H 0.33 3.74 5.39
H 0.27 3.73 3.80
N 4.61 0.62 -0.18
C 4.85 -0.09 0.93
N 6.04 -0.70 0.96
O 4.03 -0.10 1.83
H 5.33 0.74 -0.88
H 3.86 1.27 0.00
H 6.45 -1.00 1.84
H 6.69 -0.56 0.21
N -2.04 3.87 -0.22
C -3.22 3.32 -0.45
N -3.22 2.05 -0.54
O -4.28 3.97 -0.30
H -1.41 3.15 0.12
H -2.13 4.84 0.03
H -4.15 1.66 -0.60
H -2.40 1.46 -0.63
N 2.88 4.21 2.58
C 4.10 4.38 3.00
N 4.97 4.02 2.12
O 4.47 4.77 4.13
H 2.76 3.66 1.74
H 2.09 4.30 3.19
H 5.96 4.06 2.32
H 4.65 3.99 1.16
N 1.06 0.39 0.86
C -0.15 0.19 0.34
N -0.64 -0.92 0.93
O -0.69 0.98 -0.43
H 1.60 -0.27 1.41
H 1.44 1.28 0.59
H -1.59 -1.23 0.75
H -0.03 -1.46 1.52
N 1.27 2.20 -1.91
C 2.11 3.02 -1.37
N 3.06 3.43 -2.23
O 1.97 3.26 -0.21
H 1.27 1.92 -2.89
H 0.57 1.73 -1.37
H 2.99 3.25 -3.22
H 3.81 3.99 -1.85
O -4.06 -2.04 3.54
H -3.82 -1.69 2.68
H -4.48 -2.88 3.33
*
```

=====

Density functional theory data (the ωB97M-V functional and the def2-TZVPD basis) for a 28-piece molecular cluster, C25H91O33P overall.

Its energy above the lowest of the compared OMol25 structures with the same formula, charge and spin is 0.00 kJ/mol. As for the calculated total energy: -3831.357665 Ha. For the HOMO-LUMO gap, the calculation gives 7.2 eV.

ORCA input file:
```
! wB97M-V def2-TZVPD RIJCOSX def2/J DEFGRID3
* xyz 0 1
C -6.02 -3.37 -1.81
C -5.94 -2.07 -2.61
C -4.48 -1.65 -2.91
C -4.15 -0.27 -2.37
O -2.71 -0.02 -2.51
C -2.10 0.29 -1.35
C -2.17 -0.40 -0.22
C -1.47 0.10 0.97
O -1.98 0.01 2.06
C -0.17 0.79 0.72
C 0.93 0.69 1.60
C 0.87 -0.15 2.86
O 0.26 -1.41 2.71
C 1.07 -2.40 2.03
C 1.78 -3.25 3.08
C 2.09 1.44 1.28
P 3.66 1.48 2.27
C 3.17 1.60 4.04
C 4.34 -0.24 2.01
C 4.73 -0.98 3.28
C 2.11 2.22 0.12
C 1.04 2.28 -0.77
C 1.18 3.12 -2.02
O 1.28 2.33 -3.19
C 2.55 1.77 -3.39
C 2.57 0.29 -3.09
O 3.72 -0.25 -3.70
C 3.74 -1.68 -3.70
C 5.17 -2.13 -3.80
C -0.10 1.54 -0.46
C -1.29 1.55 -1.36
O -1.64 2.50 -1.99
H -6.95 -3.90 -2.01
H -5.94 -3.18 -0.75
H -5.22 -4.04 -2.11
H -6.47 -1.27 -2.11
H -6.41 -2.26 -3.57
H -4.29 -1.65 -3.97
H -3.78 -2.36 -2.47
H -4.65 0.44 -3.01
H -4.50 -0.13 -1.36
H -2.73 -1.32 -0.14
H 1.89 -0.29 3.21
H 0.34 0.41 3.61
H 1.80 -1.93 1.39
H 0.41 -3.03 1.45
H 2.69 -3.69 2.66
H 1.10 -4.00 3.45
H 2.08 -2.66 3.93
H 3.09 0.64 4.54
H 2.28 2.19 4.18
H 3.97 2.12 4.55
H 3.60 -0.82 1.47
H 5.20 -0.12 1.35
H 5.42 -0.43 3.90
H 3.85 -1.27 3.85
H 5.23 -1.89 3.00
H 3.01 2.78 -0.12
H 2.09 3.72 -1.93
H 0.32 3.76 -2.13
H 3.33 2.25 -2.79
H 2.85 1.89 -4.43
H 2.60 0.10 -2.01
H 1.65 -0.19 -3.46
H 3.14 -2.01 -4.54
H 3.31 -2.01 -2.76
H 5.54 -2.05 -4.82
H 5.80 -1.54 -3.14
H 5.25 -3.17 -3.49
O -1.74 -1.41 -4.95
H -2.12 -2.29 -4.97
H -1.97 -1.06 -4.07
O -2.18 -5.39 -2.83
H -1.85 -5.08 -1.98
H -1.93 -6.32 -2.84
O -0.55 2.75 3.73
H -1.32 2.97 4.28
H -0.88 2.88 2.83
O 2.85 2.76 6.87
H 3.34 3.58 6.83
H 1.93 3.05 6.81
O -1.41 -3.65 3.83
H -1.96 -3.23 4.51
H -0.90 -2.91 3.47
O 1.66 5.38 6.87
H 0.98 5.68 7.49
H 2.18 6.17 6.69
O 0.56 5.00 1.15
H -0.35 4.89 0.84
H 1.04 4.26 0.75
O -7.06 1.15 -3.06
H -7.52 1.52 -2.31
H -6.57 1.89 -3.45
O -0.84 2.48 6.78
H -0.81 1.52 6.71
H -0.49 2.78 5.94
O 2.94 0.92 9.07
H 2.94 1.26 8.17
H 3.52 0.15 9.05
O 0.50 6.01 4.04
H 0.56 5.04 3.96
H 1.10 6.32 3.35
O 1.16 -0.27 -6.08
H 0.23 -0.28 -5.85
H 1.51 0.44 -5.52
O -4.07 2.24 0.91
H -4.23 2.39 -0.03
H -3.54 1.44 0.94
O -6.66 2.62 -5.42
H -7.59 2.64 -5.64
H -6.31 1.87 -5.92
O -0.11 -3.59 -6.49
H -0.67 -2.94 -6.06
H 0.33 -3.08 -7.18
O -1.30 1.82 -5.29
H -1.69 0.94 -5.32
H -1.52 2.14 -4.41
O -3.59 4.08 -4.78
H -2.81 4.07 -5.34
H -3.25 3.90 -3.89
O 0.74 -4.58 -9.85
H 0.58 -4.41 -8.92
H 1.41 -3.92 -10.08
O 1.22 -4.58 -0.39
H 1.23 -5.54 -0.37
H 1.62 -4.37 -1.24
O -1.08 7.64 0.66
H -0.40 7.07 1.03
H -1.06 8.44 1.20
O -3.27 2.10 8.36
H -2.45 2.15 7.86
H -3.01 2.00 9.28
O 2.14 -4.60 5.90
H 1.79 -5.49 5.89
H 1.82 -4.22 6.72
O -1.78 5.40 2.23
H -2.11 6.29 2.08
H -1.05 5.51 2.85
O 7.36 -2.97 3.74
H 7.78 -2.71 4.56
H 7.60 -3.90 3.63
O 0.67 -4.37 -3.24
H -0.12 -4.08 -2.79
H 0.45 -4.34 -4.18
O -4.47 -4.33 3.24
H -4.74 -3.41 3.16
H -3.60 -4.29 3.66
O 3.20 -4.07 -8.38
H 3.77 -3.74 -7.69
H 3.28 -5.03 -8.34
*
```